(1)
ORCA calculation (ωB97M-V/def2-TZVPD) on a cluster of 2 separate species, C26H25ClN3O2 in total.

Geometry as XYZ:
```
57
Properties=species:S:1:pos:R:3:lowdin_charge:R:1
H -2.868 1.901 -3.749 0.1150
H -0.726 1.088 -4.042 0.1236
H -0.133 1.151 2.830 0.1122
C -0.821 -2.547 -0.736 0.0393
H 2.309 -2.735 3.611 0.1331
H -5.306 -1.395 3.432 0.1198
H -0.579 -2.043 -1.685 0.0965
C -2.453 1.568 -2.788 -0.1682
H -1.561 -3.328 -0.916 0.0942
C 2.198 -2.054 2.770 0.0338
H 1.392 0.032 -3.469 0.1188
C -1.046 0.949 -2.997 -0.1242
H 0.072 -2.185 2.770 0.1400
H -1.844 1.605 2.984 0.0947
H 0.093 -3.014 -0.343 0.1123
C 4.069 1.775 -2.287 -0.6930
H -0.571 3.372 -0.543 0.0971
H -0.017 0.906 -1.193 0.0869
C -1.064 1.326 2.275 0.0420
H -0.900 2.145 1.558 0.0955
H 1.485 3.495 -0.894 0.1083
O 4.576 -2.640 3.669 0.0715
C 0.786 -0.839 1.192 -0.1359
H -3.073 3.292 -1.489 0.1016
C 1.925 -0.257 0.575 0.0430
C -3.579 -2.537 0.703 0.0099
C -2.720 -1.458 0.571 -0.1222
C 3.355 0.824 -3.027 -0.0931
H 4.103 -0.208 0.644 0.1284
C 3.182 -0.599 1.066 0.0557
H -3.131 0.786 -2.414 0.1063
H -3.646 0.500 3.210 0.1168
H 3.878 0.073 -3.606 0.1095
C -4.592 -1.386 2.607 -0.0433
N -1.376 -1.564 0.178 0.0171
N -1.483 0.153 1.530 0.0199
O 5.622 -1.376 2.186 0.0967
H 3.969 3.535 -1.040 0.1091
C -4.530 -2.483 1.736 -0.0433
H -3.419 -3.428 0.093 0.1164
C 0.947 -1.733 2.287 0.0061
H 1.823 0.440 -0.266 0.0994
C -3.710 -0.302 2.473 0.0115
H -5.198 -3.333 1.889 0.1198
Cl 5.779 1.723 -2.280 0.7071
C 1.304 1.851 -2.280 -0.2001
C 1.967 0.844 -3.009 -0.0337
C 3.408 2.782 -1.575 -0.0921
N 4.581 -1.847 2.691 -0.3062
C -0.632 -0.668 0.872 -0.1501
C -2.249 2.662 -1.778 -0.0633
C -0.148 1.640 -1.947 -0.2939
H -1.025 -0.134 -2.793 0.0896
C 2.020 2.804 -1.547 -0.0371
C -0.981 2.712 -1.308 -0.0468
C 3.324 -1.486 2.156 -0.1323
C -2.788 -0.354 1.440 -0.1196
```

Calculated values
HOMO energy   -0.4110 Ha
Orbital gap   7.186 eV
Max |F|   4.217 eV/Å
ΔE to the lowest compared entry with this formula, charge and spin   11.4 kJ/mol
Charge   +1
LUMO level   -0.1470 hartree
Energy   -48445.6141 eV
Multiplicity   1



(2)
ORCA calculation (ωB97M-V/def2-TZVPD) on the molecule C4H7NO.

Geometry as XYZ:
```
13
Properties=species:S:1:pos:R:3:lowdin_charge:R:1
H 2.211 0.169 -1.264 0.1335
O 3.000 -1.372 -0.189 0.0108
H -2.104 0.333 -1.187 0.0969
H -1.581 1.737 0.879 0.0985
H 0.811 -1.142 0.962 0.1498
C -1.210 0.718 0.833 -0.1084
H -1.675 -1.170 -0.250 0.1022
C 2.123 -0.574 -0.450 -0.3666
H 0.222 1.226 -0.770 0.1419
C -0.123 0.410 -0.144 -0.3192
N 0.947 -0.471 0.219 0.0622
C -1.510 -0.107 -0.393 -0.1037
H -1.199 0.209 1.792 0.1020
```

Calculated values
HOMO energy   -0.3429 Ha
Orbital gap   10.370 eV
Max |F|   0.326 eV/Å
ΔE to the lowest compared entry with this formula, charge and spin   129.2 kJ/mol
LUMO level   0.0382 hartree
Energy   -7798.3049 eV
Multiplicity   1
SMILES   O=CNC1CC1



- Which formula does entry 2 have?
  C4H7NO



- Look up the multiplicity of the first one.
  1



- Among the records above, which one has the highest HOMO energy?
  C4H7NO



- Which of these has the highest energy?
  C4H7NO